1.
5
Properties=species:S:1:pos:R:3:forces:R:3 method="wB97M-V/def2-TZVPD" orbital_gap_ev="5.9 / 5.8" homo_energy_ha="-0.6742 / -0.6730" charge=+1
N 3.0996 -0.1269 0.0033 3.00 -0.39 0.37
N 2.0470 0.0136 -0.1366 -3.12 0.39 -0.35
N -1.4418 -0.0384 -0.1761 1.60 -0.70 -0.81
H -2.1783 0.5582 -0.4309 -1.86 1.88 -1.32
H -1.5266 -0.4065 0.7403 0.38 -1.18 2.11

---

2.
6
Properties=species:S:1:pos:R:3:forces:R:3 method="wB97M-V/def2-TZVPD" orbital_gap_ev="5.8 / 6.6" homo_energy_ha="-0.0195 / -0.1314" spin_multiplicity=3 charge=-1
N 1.1599 0.6164 1.3506 -0.57 0.92 3.34
N -1.7225 -0.7337 -0.4089 -1.17 -0.75 -3.53
N 1.3339 0.5814 0.2148 0.14 -3.72 -0.87
O 1.4649 1.2715 -0.7812 0.35 2.70 -2.49
H -1.3681 -0.6383 0.4635 1.21 0.81 4.14
H -0.8682 -1.0974 -0.8388 0.04 0.05 -0.58

---

3.
7
Properties=species:S:1:pos:R:3:forces:R:3 method="wB97M-V/def2-TZVPD" orbital_gap_ev=7.2 homo_energy_ha=-0.1094 charge=-1
N 0.1591 1.6340 0.4850 -1.38 -2.17 -1.62
N -0.3014 0.8234 -0.1158 1.10 2.23 1.66
N 2.5963 0.2303 -0.1243 1.03 -1.71 0.65
O 3.7933 0.5562 -0.3261 -0.95 -0.25 0.15
O 2.4162 -0.9352 0.4050 0.20 1.90 -0.85
H -3.9380 -3.8840 1.1246 0.35 1.59 -0.10
H -3.7622 -3.1115 1.0775 -0.35 -1.59 0.09

---

4.
8
Properties=species:S:1:pos:R:3:forces:R:3 method="wB97M-V/def2-TZVPD" orbital_gap_ev="6.8 / 5.4" homo_energy_ha="-0.1136 / -0.1286" charge=-1
N 0.8810 0.5622 -0.3081 1.81 -2.73 -0.25
N 0.2594 -0.6850 -0.0745 3.49 0.83 1.07
N -0.9914 -0.6044 0.0238 -4.08 -0.55 -0.27
O 0.9376 -1.6946 0.3248 -0.44 1.55 -1.07
O -1.6345 -1.6663 -0.0290 0.43 0.53 0.16
S -1.6630 2.2190 0.1123 0.09 0.24 0.02
H 1.7944 0.3998 0.0944 0.13 0.49 -0.01
H 0.4165 1.4692 -0.1437 -1.42 -0.36 0.35

---

5.
8
Properties=species:S:1:pos:R:3:forces:R:3 method="wB97M-V/def2-TZVPD" orbital_gap_ev=8.3 homo_energy_ha=-0.1274 charge=-1
N 0.2215 1.7531 -2.0810 2.85 0.57 -0.85
N 1.3026 1.9300 -2.2660 -2.78 -0.43 0.44
N 0.1330 0.9809 0.3994 1.03 0.34 0.88
O -0.8278 0.2701 0.8268 1.59 1.01 0.46
O 1.1873 1.1924 1.1126 -2.76 -1.15 -0.87
O -0.9145 -2.3777 0.7374 1.73 0.33 -0.83
H -1.0449 -1.4485 1.0775 0.47 -0.73 -0.62
H -0.0571 -2.3002 0.1934 -2.13 0.05 1.40

---

6.
6
Properties=species:S:1:pos:R:3:forces:R:3 method="wB97M-V/def2-TZVPD" orbital_gap_ev="8.3 / 8.4" smiles="O=N[PH2]=O" homo_energy_ha="-0.3617 / -0.3632" charge=0
N 1.2716 -0.6714 -1.5110 0.50 -1.80 -2.79
O 1.0216 -0.6434 -2.7045 -0.21 0.31 2.33
O 1.4957 1.3264 -0.1852 1.14 1.65 0.14
P 0.5366 0.2441 -0.2605 -2.06 0.24 2.77
H 0.5773 -0.5922 1.0336 -0.32 0.52 -2.22
H -0.8473 0.7564 -0.3689 0.95 -0.93 -0.23

---

7.
6
Properties=species:S:1:pos:R:3:forces:R:3 method="wB97M-V/def2-TZVPD" orbital_gap_ev="8.4 / 8.4" smiles="O=N[PH2]=O" homo_energy_ha="-0.3604 / -0.3602" charge=0
N -1.1123 0.0723 0.4757 -1.87 -1.07 -0.33
O -1.9384 -0.4901 -0.2071 0.49 0.64 0.49
O 0.7693 0.2377 -1.6067 0.17 -0.05 0.83
P 0.5066 0.1300 -0.1586 0.49 -1.31 -0.42
H 0.8273 1.0039 0.8093 0.85 1.92 0.35
H 0.9474 -0.9538 0.6874 -0.13 -0.13 -0.93

---

8.
6
Properties=species:S:1:pos:R:3:forces:R:3 method="wB97M-V/def2-TZVPD" orbital_gap_ev=7.8 smiles="N=[S@H](=O)[O-]" homo_energy_ha=-0.1250 charge=-1
N 1.0823 0.8807 0.6152 -4.84 -0.72 -1.37
O -1.5421 0.9211 -0.4574 -0.64 0.45 0.27
O -0.7798 -1.3184 0.4487 -0.54 1.26 0.71
S -0.4867 0.0346 -0.0636 6.71 -1.22 -1.41
H 1.4936 -0.0128 0.7890 0.75 -1.10 0.40
H 0.2327 -0.5052 -1.3319 -1.45 1.33 1.40

---

9.
8
Properties=species:S:1:pos:R:3:forces:R:3 method="wB97M-V/def2-TZVPD" orbital_gap_ev="5.1 / 5.1" homo_energy_ha="0.0453 / 0.0426" charge=-2
N 0.8296 -0.2909 -0.8678 -1.28 -1.38 0.24
O -0.9398 -0.6892 1.2323 0.70 1.08 -0.67
O -1.7911 -0.1048 -1.1174 0.81 0.70 0.50
O -0.2986 1.7001 0.2731 -1.79 -1.88 -0.28
P -0.6902 0.0358 -0.0856 -1.01 -0.32 -0.89
S 2.1313 0.2678 -0.0981 1.61 0.28 0.43
H 0.6025 -2.2478 -0.3685 0.00 0.47 -0.36
H 0.1563 1.3291 1.0321 0.96 1.04 1.03

---

10.
7
Properties=species:S:1:pos:R:3:forces:R:3 method="wB97M-V/def2-TZVPD" orbital_gap_ev="9.3 / 4.5" homo_energy_ha="-0.1885 / -0.0577" charge=-1
N -0.1423 -0.2830 1.3796 1.24 3.92 6.48
O 0.0251 1.8596 -2.4475 0.00 0.06 0.13
O 0.1925 -0.6162 -2.2310 0.00 -0.09 0.22
O 0.4707 -0.5246 2.5838 -0.79 0.72 -1.93
S 0.5968 0.7146 -1.6822 -0.04 -0.02 -0.14
H -0.0462 -1.0090 0.8591 1.38 -5.60 -4.92
H -1.0966 -0.1415 1.5382 -1.79 1.02 0.16

---

11.
9
Properties=species:S:1:pos:R:3:forces:R:3 method="wB97M-V/def2-TZVPD" orbital_gap_ev=6.7 homo_energy_ha=-0.1298 charge=-1
N -2.2520 -1.4188 -1.5963 -1.21 -1.08 -0.15
O -0.0504 1.1004 0.0709 1.17 1.27 1.79
O 2.2428 1.7562 0.8123 -1.33 -1.12 0.00
O 1.2548 -0.6662 1.3284 3.82 1.41 -2.17
S -0.7605 -0.8376 -1.7308 0.10 -0.31 -0.80
S -3.6724 -0.6760 -1.7357 0.66 0.27 0.16
S 1.4755 0.6601 0.2045 0.14 -0.75 0.41
H -0.5558 0.4585 -0.5271 -0.04 -0.02 -0.58
H 0.4354 -0.6815 1.7210 -3.31 0.34 1.33

---

12.
5
Properties=species:S:1:pos:R:3:forces:R:3 method="wB97M-V/def2-TZVPD" orbital_gap_ev="8.4 / 5.9" homo_energy_ha="-0.3605 / -0.2762" charge=0
N 0.2820 0.3695 -0.3308 -3.98 -0.01 1.30
P -1.1730 2.4773 0.5782 1.08 -1.26 0.09
S -2.2128 3.0586 -0.8525 -0.12 0.07 -0.39
H 0.7722 -0.2173 0.3079 1.02 0.10 0.52
H 0.7853 0.8278 -1.0110 1.99 1.10 -1.52

---

Energy relative to the best compared isomer or geometry (same formula, charge and spin) list, top to bottom, in kJ/mol: 257.6, 0.0, 4.8, 387.3, 20.8, 396.6, 348.8, 213.2, 345.8, 415.4, 143.6, 315.2